Entry 1:
{
  "formula": "C27H37N3OsS",
  "method": "the ωB97M-V functional and the def2-TZVPD basis",
  "species": ["Os", "C", "C", "C", "C", "C", "C", "C", "C", "C", "C", "H", "H", "H", "H", "H", "H", "H", "H", "H", "H", "H", "H", "H", "H", "H", "C", "C", "C", "C", "C", "C", "C", "C", "C", "C", "C", "C", "N", "H", "H", "H", "H", "H", "H", "H", "H", "H", "H", "H", "H", "H", "H", "H", "H", "H", "C", "C", "C", "C", "N", "C", "S", "N", "H", "H", "H", "H", "H"],
  "coordinates": [[0.807, -0.878, 0.779], [1.033, -3.000, 0.095], [2.122, -2.311, -0.514], [2.967, -1.753, 0.465], [2.405, -2.240, 1.758], [1.290, -3.054, 1.551], [0.448, -3.849, 2.557], [3.105, -1.993, 3.160], [4.225, -0.957, 0.420], [2.236, -1.995, -1.949], [0.080, -3.717, -0.681], [-0.471, -3.254, 2.794], [0.973, -4.000, 3.488], [0.126, -4.828, 2.216], [3.966, -1.425, 2.854], [3.434, -2.932, 3.614], [2.457, -1.374, 3.734], [5.008, -1.659, 0.661], [4.058, -0.220, 1.237], [4.393, -0.452, -0.552], [1.340, -1.589, -2.328], [2.537, -2.873, -2.506], [3.138, -1.357, -2.187], [-0.495, -3.031, -1.399], [-0.747, -4.237, -0.120], [0.535, -4.391, -1.355], [-0.592, -0.245, -3.573], [-0.485, 1.161, -2.984], [0.876, 1.609, -2.481], [-1.607, 1.221, -1.936], [-2.796, 1.757, -2.393], [-3.961, 1.710, -1.641], [-3.971, 0.940, -0.474], [-2.821, 0.316, -0.031], [-2.905, -0.401, 1.297], [-2.389, -1.887, 1.229], [-2.155, 0.429, 2.409], [-1.588, 0.518, -0.741], [-0.388, 0.037, -0.298], [0.191, -0.348, -4.257], [-1.473, -0.313, -4.127], [-0.694, -1.035, -2.788], [-0.718, 1.810, -3.785], [1.160, 1.386, -1.460], [0.956, 2.768, -2.564], [1.670, 1.192, -3.067], [-2.751, 2.270, -3.374], [-4.803, 2.299, -1.927], [-4.959, 1.004, -0.033], [-3.928, -0.493, 1.596], [-1.253, -1.844, 1.130], [-2.862, -2.414, 0.410], [-2.674, -2.437, 2.144], [-1.158, 0.772, 2.046], [-1.996, -0.053, 3.344], [-2.672, 1.357, 2.577], [-1.896, 4.356, 0.499], [-0.378, 3.992, 0.621], [0.678, 4.713, 0.036], [1.949, 4.276, 0.329], [2.286, 3.114, 1.025], [1.169, 2.419, 1.402], [1.464, 0.863, 2.216], [-0.085, 2.807, 1.240], [-2.008, 4.808, -0.509], [-2.085, 5.061, 1.279], [-2.491, 3.451, 0.563], [0.466, 5.527, -0.615], [2.705, 4.892, -0.127]],
  "s_squared": 6.050,
  "homo_lumo_gap_ev": [6.757, 6.874],
  "de_lowest_kj_mol": 140.0,
  "spin_multiplicity": 5,
  "largest_force_ev_per_a": 4.386
}



Entry 2:
{
  "formula": "C27H37N6OsPS",
  "method": "the ωB97M-V functional and the def2-TZVPD basis",
  "species": ["Os", "N", "C", "C", "C", "C", "C", "C", "P", "C", "C", "C", "C", "C", "C", "C", "C", "C", "C", "C", "C", "H", "H", "H", "H", "H", "H", "H", "H", "H", "H", "H", "H", "H", "H", "H", "H", "S", "C", "N", "C", "C", "C", "N", "H", "H", "H", "H", "H", "H", "H", "H", "C", "N", "C", "C", "N", "N", "C", "C", "H", "H", "H", "H", "H", "H", "H", "H", "H", "H", "H", "H", "H"],
  "coordinates": [[0.670, -0.373, 0.702], [2.846, -0.366, 0.716], [3.610, 0.898, 0.651], [4.985, 0.882, 0.637], [5.670, 2.098, 0.634], [4.980, 3.304, 0.642], [3.593, 3.307, 0.633], [2.907, 2.090, 0.630], [1.156, 1.936, 0.512], [0.385, 3.487, 0.930], [0.041, 4.381, -0.060], [-0.396, 5.667, 0.316], [-0.517, 6.026, 1.689], [-0.180, 5.127, 2.674], [0.263, 3.850, 2.313], [0.722, 1.312, -1.102], [-0.660, 1.232, -1.454], [-1.024, 0.919, -2.747], [-0.031, 0.658, -3.696], [1.333, 0.704, -3.365], [1.714, 1.024, -2.086], [3.079, -0.805, 1.608], [3.192, -1.008, 0.004], [5.535, -0.055, 0.645], [6.753, 2.094, 0.636], [5.524, 4.240, 0.649], [3.054, 4.247, 0.622], [0.143, 4.130, -1.110], [-0.607, 6.404, -0.450], [-0.869, 7.016, 1.954], [-0.263, 5.401, 3.719], [0.512, 3.133, 3.091], [-1.417, 1.466, -0.715], [-2.068, 0.890, -3.034], [-0.318, 0.420, -4.716], [2.082, 0.520, -4.127], [2.766, 1.112, -1.840], [-1.232, -0.159, 1.964], [-2.866, -0.080, 1.234], [-3.462, 1.078, 1.045], [-4.907, 1.187, 0.690], [-5.312, -0.043, -0.101], [-4.927, -1.302, 0.655], [-3.489, -1.217, 1.045], [-2.960, 1.911, 1.304], [-5.041, 2.102, 0.121], [-5.478, 1.274, 1.613], [-4.834, -0.032, -1.085], [-6.389, -0.034, -0.260], [-5.045, -2.192, 0.043], [-5.520, -1.433, 1.559], [-3.012, -2.060, 1.328], [-1.469, -4.428, -1.224], [-0.426, -3.391, -1.053], [-0.670, -2.152, -1.763], [0.479, -3.477, -0.072], [0.956, -2.345, 0.595], [0.950, -4.649, 0.307], [1.054, -5.824, -0.601], [1.615, -4.842, 1.616], [-2.446, -3.955, -1.117], [-1.371, -5.193, -0.463], [-1.412, -4.892, -2.206], [-1.314, -2.367, -2.613], [0.248, -1.704, -2.135], [-1.207, -1.426, -1.146], [1.699, -2.631, 1.221], [0.817, -5.543, -1.620], [0.402, -6.631, -0.272], [2.084, -6.171, -0.564], [2.694, -4.713, 1.530], [1.423, -5.858, 1.949], [1.202, -4.177, 2.371]],
  "charge": 4,
  "homo_lumo_gap_ev": [4.922, 5.353],
  "de_lowest_kj_mol": 168.9,
  "largest_force_ev_per_a": 2.145
}



Entry 3:
{
  "formula": "C27H38BrHfN8O",
  "method": "the ωB97M-V functional and the def2-TZVPD basis",
  "species": ["Hf", "Br", "C", "C", "C", "C", "C", "C", "C", "C", "C", "C", "H", "H", "H", "H", "H", "H", "N", "C", "C", "C", "C", "N", "H", "H", "H", "H", "H", "H", "H", "H", "H", "H", "H", "H", "C", "C", "O", "N", "C", "C", "C", "C", "C", "C", "N", "H", "H", "H", "H", "H", "H", "H", "H", "H", "H", "C", "C", "C", "C", "N", "C", "N", "N", "N", "H", "H", "H", "H", "H", "H", "H", "H", "H", "H"],
  "coordinates": [[0.181, -0.350, 0.411], [1.444, 2.203, -0.065], [-0.173, 3.182, 0.195], [-0.097, 4.516, 0.443], [-1.306, 5.252, 0.490], [-2.489, 4.631, 0.218], [-2.538, 3.242, -0.075], [-3.749, 2.628, -0.470], [-3.779, 1.309, -0.832], [-2.608, 0.537, -0.718], [-1.395, 1.039, -0.264], [-1.358, 2.458, -0.035], [0.854, 5.014, 0.577], [-1.274, 6.312, 0.700], [-3.412, 5.197, 0.201], [-4.648, 3.232, -0.518], [-4.696, 0.857, -1.187], [-2.688, -0.513, -0.997], [-1.735, -1.423, 1.408], [-1.963, -2.886, 1.633], [-1.017, -3.459, 2.690], [0.108, -4.309, 2.114], [1.190, -3.502, 1.431], [0.673, -2.708, 0.261], [-1.902, -0.978, 2.306], [-2.489, -1.063, 0.827], [-1.861, -3.394, 0.675], [-3.001, -3.015, 1.933], [-1.591, -4.044, 3.407], [-0.584, -2.632, 3.270], [-0.301, -5.043, 1.411], [0.583, -4.889, 2.906], [1.981, -4.158, 1.071], [1.635, -2.804, 2.143], [-0.019, -3.259, -0.240], [1.444, -2.614, -0.394], [4.407, -1.964, 0.883], [3.399, -0.988, 1.401], [2.339, -0.758, 0.757], [3.608, -0.384, 2.551], [2.827, 0.780, 2.955], [1.418, 0.581, 3.471], [1.200, 0.695, 4.832], [-0.081, 0.867, 5.333], [-1.125, 1.010, 4.436], [-0.852, 0.847, 3.095], [0.370, 0.550, 2.604], [4.090, -2.352, -0.081], [4.528, -2.791, 1.587], [5.377, -1.478, 0.768], [4.462, -0.591, 3.050], [2.786, 1.473, 2.119], [3.394, 1.271, 3.741], [2.052, 0.708, 5.500], [-0.246, 0.958, 6.399], [-2.128, 1.250, 4.761], [-1.636, 0.995, 2.361], [-1.287, 0.518, -5.767], [0.221, 0.744, -5.802], [0.604, 2.044, -5.103], [1.011, -0.446, -5.268], [0.706, -0.698, -3.822], [-0.327, -1.346, -3.270], [-0.218, -1.237, -1.964], [0.892, -0.517, -1.771], [1.473, -0.190, -2.864], [-1.796, 1.308, -6.316], [-1.679, 0.558, -4.744], [-1.583, -0.432, -6.221], [0.534, 0.800, -6.849], [0.292, 2.038, -4.052], [0.104, 2.888, -5.577], [1.679, 2.231, -5.140], [2.085, -0.279, -5.305], [0.780, -1.374, -5.788], [-1.100, -1.849, -3.829]],
  "charge": 3,
  "homo_lumo_gap_ev": 6.948,
  "de_lowest_kj_mol": 0.0,
  "largest_force_ev_per_a": 1.283
}